1.
{"formula": "C4H9N3", "method": "wB97M-V/def2-TZVPD", "gap_ev": 9.99, "relative_energy_ev": 2.007, "smiles": "[H]/N=C/C(N)(N)C=C", "e_homo_ev": -8.9, "lumo_ev": 1.09, "elements": ["C", "C", "N", "N", "C", "C", "N", "H", "H", "H", "H", "H", "H", "H", "H", "H"], "xyz": [[0.2426, -1.3600, 0.0677], [-0.0689, 0.0945, 0.3522], [-0.2350, -2.2439, 0.8581], [-1.2018, -0.1042, -0.7615], [0.9780, 1.0679, -0.0831], [1.1242, 1.5391, -1.3088], [-0.4623, 0.2702, 1.6848], [1.0071, -1.5192, -0.6989], [0.0194, -3.1993, 0.6254], [-0.9197, -0.5748, 2.0365], [-1.5542, 0.6852, -1.2901], [-1.9680, -0.6822, -0.4356], [-0.9398, 1.1415, 1.8724], [1.6910, 1.3059, 0.7016], [0.3890, 1.3300, -2.0717], [1.8984, 2.2493, -1.5491]]}



2.
{"formula": "C4H9N3", "method": "wB97M-V/def2-TZVPD", "gap_ev": 10.92, "relative_energy_ev": 4.621, "total_charge": 2, "smiles": "C[N+]1(C)C=N[NH+]=C1", "e_homo_ev": -22.2, "lumo_ev": -11.30, "elements": ["C", "C", "C", "C", "N", "N", "N", "H", "H", "H", "H", "H", "H", "H", "H", "H"], "xyz": [[1.2353, 0.9736, 0.6737], [1.0600, -0.9829, -0.3347], [-0.9283, -0.1919, 1.0877], [-0.3495, 0.5263, -1.0678], [2.3764, 0.6401, 0.3387], [2.2892, -0.5397, -0.3314], [0.2365, 0.0308, 0.1782], [0.8447, 1.7494, 1.2808], [0.8133, -2.1386, -0.7467], [-1.3045, 0.6872, 1.4020], [-1.8812, -0.7069, 0.7433], [-0.5783, -0.7811, 2.0577], [-1.1498, 1.2600, -0.7195], [0.3016, 1.0094, -1.6628], [-0.8374, -0.2526, -1.6220], [3.0322, -0.9237, -0.8654]]}